3 unconnected molecules or ions with the total composition C4H14NO2 at a distorted geometry. Source: OMol25; level of theory: ωB97M-V with the def2-TZVPD basis set.

```
21
Properties=species:S:1:pos:R:3:lowdin_charge:R:1
C 3.0836 -0.5484 1.0859 -0.089
C 1.9083 0.2711 1.6469 -0.234
C 0.7016 0.4438 0.7873 -0.065
C 0.6274 0.0486 -0.4667 -0.083
N -0.5206 0.2198 -1.3761 0.188
H 3.8663 -0.5307 1.8121 0.071
H 3.3473 -0.1875 0.0996 0.074
H 2.8278 -1.5989 1.1285 0.080
H 2.2942 1.2458 1.9752 0.125
H 1.5789 -0.1905 2.5860 0.122
H -0.1483 0.8406 1.3193 0.120
H 1.4508 -0.3726 -0.9952 0.113
H -1.3767 0.3254 -0.8153 0.096
H -0.3823 1.0518 -1.9467 0.179
H -0.7752 -0.6382 -1.8670 0.131
H -3.3725 -1.6817 -2.1977 0.079
H -2.6895 -1.9276 -0.8298 0.073
O -2.5788 -1.4813 -1.6831 -0.042
H -3.2413 0.8421 0.3041 0.047
H -3.5878 2.3210 -0.2566 0.067
O -3.0131 1.5473 -0.3109 -0.052
```

Values from the calculation:
- HOMO level: -14.21 eV
- Charge: +1
- DFT total energy: -365.7790 Eh
- Frontier orbital gap: 11.058 eV

A gas-phase ion, C5H5ClNO3 (charge -1) at a distorted geometry. Source: OMol25; level of theory: ωB97M-V with the def2-TZVPD basis set.

```
15
Properties=species:S:1:pos:R:3:lowdin_charge:R:1
O 1.7724 3.2151 0.0639 0.130
C 1.3229 2.3308 -0.5849 -0.497
O 0.9319 2.0721 -1.8085 0.126
C 0.7876 1.0052 -0.7645 -0.122
C -0.6022 0.6565 -0.3107 -0.155
C -0.5214 -0.3017 0.8803 -0.135
C -0.6381 -1.7762 0.3756 -0.782
O -1.4193 -2.0117 -0.5566 -0.103
N 0.1409 -2.5334 1.0906 -0.433
Cl 0.0336 -4.2268 0.7177 0.383
H 1.4605 0.1721 -0.9332 0.157
H -1.1442 0.1301 -1.1058 0.112
H -1.1495 1.5694 -0.0583 0.118
H -1.3723 -0.1344 1.5433 0.106
H 0.3973 -0.1672 1.4514 0.097
```

Values from the calculation:
- HOMO level: -4.13 eV
- Charge: -1
- DFT total energy: -934.2026 Eh
- Frontier orbital gap: 7.511 eV
- Structure (SMILES): O=C1O[C@@H]1CC/C([O-])=N/Cl

2 unconnected molecules or ions with the total composition C3H7N3O2 at a distorted geometry. Source: OMol25; level of theory: ωB97M-V with the def2-TZVPD basis set.

```
15
Properties=species:S:1:pos:R:3:lowdin_charge:R:1
C -0.3805 -0.1193 0.0283 -0.452
C 1.1172 -1.5697 -0.1384 -0.188
C 1.8117 -0.2444 0.0001 -0.299
H -2.2696 -1.1705 1.0248 0.404
H -1.2238 1.4809 -0.1632 0.132
H 1.7036 -2.3248 0.5800 0.142
H 1.4108 -1.8393 -1.2196 0.132
H 2.2118 -0.0594 1.1286 0.161
H 2.7517 -0.0271 -0.5020 0.130
H 1.1615 1.7707 0.9250 0.084
N -1.4566 0.5997 0.3692 -0.060
N -0.4054 -1.4666 0.2403 0.099
N 0.8349 0.5648 -0.3486 -0.130
O -2.7437 0.0224 -0.3701 -0.197
O 1.0130 1.9632 0.0026 0.044
```

Values from the calculation:
- HOMO level: -9.37 eV
- DFT total energy: -432.8752 Eh
- Frontier orbital gap: 7.561 eV

A gas-phase ion, C3H7N2OS (charge +1) at a distorted geometry. Source: OMol25; level of theory: ωB97M-V with the def2-TZVPD basis set.

```
14
Properties=species:S:1:pos:R:3:lowdin_charge:R:1
C 1.0397 0.5682 0.0698 -0.623
C -0.3308 -1.3620 -0.3494 -0.002
C -1.6027 0.3406 -0.3524 -0.481
N 0.8709 -0.7405 0.0602 -0.007
N 2.1917 1.1400 0.3817 0.160
O -2.3098 0.3892 0.7779 -0.026
S -0.2950 1.5831 -0.3745 1.106
H -0.7550 -2.0421 0.3765 0.102
H -0.3478 -1.6991 -1.3780 0.096
H -2.1235 0.2642 -1.3008 0.101
H 1.6113 -1.3382 0.4144 0.175
H 3.0220 0.6065 0.5996 0.142
H 2.2676 2.1452 0.3990 0.125
H -3.2385 0.1447 0.6758 0.133
```

Values from the calculation:
- HOMO level: -13.59 eV
- Charge: +1
- DFT total energy: -701.1656 Eh
- Frontier orbital gap: 10.222 eV

A molecular structure, C20H31BeN4O8S at a distorted geometry. Source: OMol25; level of theory: ωB97M-V with the def2-TZVPD basis set.

```
65
Properties=species:S:1:pos:R:3:lowdin_spin:R:1
C 1.6381 -3.5109 -0.1206 0.001
N 2.1232 -2.3998 0.7160 0.000
C 1.9554 -1.0939 0.4304 0.005
C 2.4430 -0.0854 1.2738 0.000
C 3.1607 -0.4894 2.4480 0.000
C 3.4616 -1.7780 2.6476 0.000
C 2.9030 -2.7211 1.8221 0.000
C 3.5902 0.5174 3.4987 0.000
C 4.8177 1.1528 3.4198 0.000
C 5.0423 2.3222 4.2098 0.000
N 4.1220 2.7681 5.1238 0.000
C 2.9255 2.1589 5.0813 0.000
C 2.5924 1.1320 4.3025 0.000
C 4.4703 3.9141 5.9960 0.000
H 0.8499 -4.1008 0.3473 0.000
H 2.5049 -4.1241 -0.3672 0.000
H 1.1318 -3.1916 -1.0316 0.000
H 1.2620 -0.8626 -0.3647 0.007
H 2.3062 0.9838 1.2068 0.000
H 3.8870 -2.1197 3.5796 0.000
H 2.9055 -3.7895 1.9799 0.000
H 5.6338 0.7850 2.8155 0.000
H 5.8532 3.0084 4.0152 0.000
H 2.2764 2.6003 5.8232 0.000
H 1.5874 0.7367 4.3104 0.000
H 3.5075 4.2428 6.3873 0.000
H 5.1014 4.5939 5.4236 0.000
H 5.0684 3.5180 6.8167 0.000
Be 1.3803 -0.4356 -3.9518 0.741
C -2.8695 -2.0588 -3.5648 0.010
C -1.4182 -1.5826 -3.6924 0.012
O -1.0754 -1.0193 -4.7512 0.056
O -0.5623 -1.7607 -2.8438 0.094
H -3.0810 -2.9820 -4.1043 0.000
H -3.6469 -1.2989 -3.6454 0.000
H -2.9135 -2.2443 -2.4916 0.000
O 0.7430 1.1250 -6.0823 0.067
C 0.1127 1.1771 -7.1625 0.003
N -0.8106 0.2853 -7.4081 0.000
C 0.5672 2.2496 -8.1502 0.002
H -0.9763 -0.2949 -6.5982 0.000
H -1.4122 0.2889 -8.2194 0.000
H 0.4200 3.2222 -7.6807 0.000
H 0.0695 2.3021 -9.1186 0.000
H 1.6354 2.0402 -8.2060 0.000
O -0.9011 -1.9343 1.8837 0.000
C -1.3401 -0.8609 1.4573 0.000
N -1.7794 -0.8481 0.1905 0.000
C -1.5503 0.3598 2.3590 0.000
H -2.4902 -0.2269 -0.1683 0.000
H -1.5014 -1.6345 -0.3791 0.000
H -1.8749 1.2417 1.8068 0.000
H -0.5367 0.4557 2.7481 0.000
H -2.2125 0.1788 3.2056 0.000
C -6.4244 0.0188 -0.3959 0.000
C -5.0881 0.8130 -0.6080 0.000
O -4.3332 0.4259 0.5727 0.000
S -5.2094 -0.6410 1.6294 0.000
O -5.1013 -0.2390 3.0142 0.000
O -4.8286 -2.0315 1.2721 0.000
O -6.5953 -0.1582 0.9428 0.000
H -6.3142 -0.9308 -0.9196 0.000
H -7.3698 0.4080 -0.7737 0.000
H -5.3659 1.8604 -0.4901 0.000
H -4.4660 0.5625 -1.4673 0.000
```

Values from the calculation:
- ⟨S²⟩: 0.75
- HOMO level (spin up / spin down): -12.59 / -13.02 eV
- 2S+1: 2
- Charge: +2
- DFT total energy: -2013.9063 Eh
- Frontier orbital gap (spin up / spin down): 5.415 / 5.848 eV

Look up the DFT total energy of the fourth one.
-701.1656 Eh

Please write out number 5 again, unchanged.
A molecular structure, C20H31BeN4O8S at a distorted geometry. Source: OMol25; level of theory: ωB97M-V with the def2-TZVPD basis set.

```
65
Properties=species:S:1:pos:R:3:lowdin_spin:R:1
C 1.6381 -3.5109 -0.1206 0.001
N 2.1232 -2.3998 0.7160 0.000
C 1.9554 -1.0939 0.4304 0.005
C 2.4430 -0.0854 1.2738 0.000
C 3.1607 -0.4894 2.4480 0.000
C 3.4616 -1.7780 2.6476 0.000
C 2.9030 -2.7211 1.8221 0.000
C 3.5902 0.5174 3.4987 0.000
C 4.8177 1.1528 3.4198 0.000
C 5.0423 2.3222 4.2098 0.000
N 4.1220 2.7681 5.1238 0.000
C 2.9255 2.1589 5.0813 0.000
C 2.5924 1.1320 4.3025 0.000
C 4.4703 3.9141 5.9960 0.000
H 0.8499 -4.1008 0.3473 0.000
H 2.5049 -4.1241 -0.3672 0.000
H 1.1318 -3.1916 -1.0316 0.000
H 1.2620 -0.8626 -0.3647 0.007
H 2.3062 0.9838 1.2068 0.000
H 3.8870 -2.1197 3.5796 0.000
H 2.9055 -3.7895 1.9799 0.000
H 5.6338 0.7850 2.8155 0.000
H 5.8532 3.0084 4.0152 0.000
H 2.2764 2.6003 5.8232 0.000
H 1.5874 0.7367 4.3104 0.000
H 3.5075 4.2428 6.3873 0.000
H 5.1014 4.5939 5.4236 0.000
H 5.0684 3.5180 6.8167 0.000
Be 1.3803 -0.4356 -3.9518 0.741
C -2.8695 -2.0588 -3.5648 0.010
C -1.4182 -1.5826 -3.6924 0.012
O -1.0754 -1.0193 -4.7512 0.056
O -0.5623 -1.7607 -2.8438 0.094
H -3.0810 -2.9820 -4.1043 0.000
H -3.6469 -1.2989 -3.6454 0.000
H -2.9135 -2.2443 -2.4916 0.000
O 0.7430 1.1250 -6.0823 0.067
C 0.1127 1.1771 -7.1625 0.003
N -0.8106 0.2853 -7.4081 0.000
C 0.5672 2.2496 -8.1502 0.002
H -0.9763 -0.2949 -6.5982 0.000
H -1.4122 0.2889 -8.2194 0.000
H 0.4200 3.2222 -7.6807 0.000
H 0.0695 2.3021 -9.1186 0.000
H 1.6354 2.0402 -8.2060 0.000
O -0.9011 -1.9343 1.8837 0.000
C -1.3401 -0.8609 1.4573 0.000
N -1.7794 -0.8481 0.1905 0.000
C -1.5503 0.3598 2.3590 0.000
H -2.4902 -0.2269 -0.1683 0.000
H -1.5014 -1.6345 -0.3791 0.000
H -1.8749 1.2417 1.8068 0.000
H -0.5367 0.4557 2.7481 0.000
H -2.2125 0.1788 3.2056 0.000
C -6.4244 0.0188 -0.3959 0.000
C -5.0881 0.8130 -0.6080 0.000
O -4.3332 0.4259 0.5727 0.000
S -5.2094 -0.6410 1.6294 0.000
O -5.1013 -0.2390 3.0142 0.000
O -4.8286 -2.0315 1.2721 0.000
O -6.5953 -0.1582 0.9428 0.000
H -6.3142 -0.9308 -0.9196 0.000
H -7.3698 0.4080 -0.7737 0.000
H -5.3659 1.8604 -0.4901 0.000
H -4.4660 0.5625 -1.4673 0.000
```

Values from the calculation:
- ⟨S²⟩: 0.75
- HOMO level (spin up / spin down): -12.59 / -13.02 eV
- 2S+1: 2
- Charge: +2
- DFT total energy: -2013.9063 Eh
- Frontier orbital gap (spin up / spin down): 5.415 / 5.848 eV

Which of these has the lowest DFT total energy?
C20H31BeN4O8S